Entry 1:
This record from OMol25 describes a 9-piece molecular cluster, C18H31Cl8N5 overall at a distorted geometry. The level of theory is ωB97M-V/def2-TZVPD.

Structure (XYZ):
```
62
Properties=species:S:1:pos:R:3:forces:R:3
Cl -0.879137 -1.125175 -6.224301 -0.0604 0.1492 0.1720
C -0.553567 0.394507 -5.303847 0.4462 -0.7994 0.0893
C -0.627508 0.187436 -3.814003 0.0176 -0.0033 0.1308
Cl -2.301832 -0.089046 -3.286713 -0.3078 0.0186 0.1565
H -1.274504 1.118529 -5.661029 0.1683 0.2389 -0.0133
H 0.486065 0.623944 -5.534976 -0.1855 0.3782 -0.2087
H -0.256382 1.072376 -3.295569 -0.1314 0.0663 -0.0766
H -0.043626 -0.661494 -3.462401 0.0237 -0.0218 -0.2217
Cl -3.341848 2.466896 -0.632116 0.0818 0.2340 0.4673
C -2.394260 3.889565 -0.015584 -0.6064 -0.5338 -0.0185
C -2.016084 3.711502 1.435808 0.3325 -0.6044 0.3141
Cl -1.062773 5.118877 1.968391 0.1010 0.1767 0.0234
H -3.049661 4.752403 -0.080304 0.1398 0.0878 -0.3746
H -1.553043 3.914623 -0.697890 0.2136 0.4090 0.2159
H -1.401869 2.832576 1.630670 0.0843 0.0532 -0.2746
H -2.859122 3.626893 2.117348 -0.2345 0.2097 -0.2900
Cl 4.218949 -4.726396 -3.586154 0.0999 0.1659 0.2697
C 2.835405 -4.582499 -2.446920 0.0711 -0.4114 -0.5121
C 2.516024 -3.175211 -1.992598 -0.0390 -0.3920 0.5334
Cl 2.512858 -1.968579 -3.278766 -0.0950 0.2421 -0.3755
H 3.077917 -5.215226 -1.595874 -0.0026 0.1575 0.1344
H 2.018652 -5.062526 -2.980612 -0.1807 0.2658 0.0705
H 3.197509 -2.816885 -1.225361 0.1958 -0.0942 -0.1091
H 1.520492 -3.175485 -1.548424 0.0928 -0.0217 -0.1113
Cl 1.650700 -2.837128 4.906479 -0.0201 -0.1015 0.1710
C 2.402543 -1.577262 3.908503 0.4317 0.5527 0.9481
C 1.937609 -1.648035 2.486011 0.9698 0.5337 -0.4578
Cl 2.495320 -3.178241 1.728480 -0.4318 0.1640 0.0628
H 3.487259 -1.627008 4.025894 -0.0418 -0.6712 -0.4357
H 2.215003 -0.622008 4.408728 -0.6850 -0.1033 -0.4846
H 2.458727 -0.871821 1.919489 -0.0757 0.0486 0.0957
H 0.877051 -1.460437 2.351120 -0.0287 -0.6426 0.1812
C 2.458752 3.065829 5.097731 0.3326 0.2030 -0.2788
C 1.760792 2.207228 4.151950 0.0408 0.1617 0.2313
N 1.209941 1.518329 3.421461 -0.1251 -0.1439 -0.3098
H 3.494818 3.184883 4.776905 -0.0070 -0.1278 0.0420
H 2.446537 2.626619 6.091363 -0.1028 0.0717 0.0495
H 2.022546 4.063216 5.089456 -0.1768 -0.0859 0.1656
C -1.684887 -3.598691 -3.307277 -0.5693 0.5792 0.0251
C -0.952436 -4.840114 -3.512939 -0.4159 0.5322 0.3204
N -0.392677 -5.823836 -3.682140 0.3043 -0.3584 -0.0494
H -1.324039 -2.816406 -3.971289 0.1282 -0.0881 -0.1093
H -1.651302 -3.189799 -2.297222 0.4860 -0.3523 0.0611
H -2.752506 -3.709947 -3.504675 0.1002 -0.3113 -0.2535
C -4.959839 1.636624 2.899185 -0.4463 0.8945 -0.7537
C -6.007353 0.857931 2.244438 0.3703 -0.5403 0.4110
N -6.829785 0.241766 1.737294 -0.1213 0.0065 -0.0996
H -5.246327 2.661459 2.632622 0.3400 0.1056 0.3723
H -3.984056 1.467009 2.450527 -0.0291 -0.2710 0.0261
H -4.926045 1.539550 3.978382 -0.1298 -0.2180 0.0185
C 2.849549 1.964583 -0.211950 -1.5406 -1.1006 0.2381
C 1.652729 2.398730 -0.951225 0.4778 0.5409 0.1244
N 0.747867 2.720220 -1.581437 -0.0811 -0.0743 0.1788
H 3.079692 1.013413 -0.701056 0.9229 0.3186 -0.0728
H 2.529499 1.643464 0.785464 -0.0571 0.2976 0.0504
H 3.619786 2.712814 -0.096194 0.2043 -0.0261 -0.4823
C -0.696250 0.195031 0.720005 -0.2329 0.0480 -0.5723
C -0.306743 -0.795260 -0.290339 -0.1355 0.0304 0.2838
N -0.009228 -1.609925 -1.043204 -0.0953 0.2512 0.1620
H -0.498296 1.197303 0.339653 0.2936 -0.0547 0.0364
H -0.166855 0.008807 1.649934 -0.0944 0.2299 0.0042
H -1.776752 0.169506 0.861100 0.0159 -0.2691 0.1086
```
Forces are in eV/Å.

Results
**SMILES string**: ClCCCl.ClCCCl.ClCCCl.ClCCCl.CC#N.CC#N.CC#N.CC#N.CC#N
**ΔE to the lowest compared entry with this formula, charge and spin**: 29.8 kJ/mol


Entry 2:
This record from OMol25 describes C18H31ClLuNO2P2 as an isolated structure at a distorted geometry. The level of theory is ωB97M-V/def2-TZVPD.

Structure (XYZ):
```
56
Properties=species:S:1:pos:R:3:forces:R:3
C 2.552004 -1.527727 -2.850031 0.0708 0.1445 -0.0733
C 1.472149 -1.228461 -2.035860 0.0966 0.3270 0.1891
N 1.175328 0.047196 -1.668235 0.2806 -0.3425 -0.6836
C 1.875040 1.073592 -2.213649 -0.2954 0.1395 0.3135
C 2.861329 0.833740 -3.164287 0.2599 -0.2604 -0.1834
C 3.215245 -0.478358 -3.478197 0.0341 0.1922 0.2348
C 0.552516 -2.368517 -1.666091 -0.4633 -0.1654 -0.2372
P -0.791856 -2.006866 -0.464434 -0.2198 -0.6271 -0.4754
Lu -0.769266 0.710550 -0.497371 0.6391 0.9864 2.5353
P 0.716037 3.103048 -0.322632 0.1858 -0.7622 0.8864
C 1.551835 2.528822 -1.884189 0.5045 0.8437 -0.1883
O 3.845712 -3.035395 2.156585 -1.0545 -0.9305 -0.5433
O 2.489952 1.092123 1.718303 0.7882 -1.6953 -0.4939
H 2.825093 -2.577948 -2.983178 -0.1137 0.4395 -0.2523
H 3.347333 1.690282 -3.637052 -0.1081 -0.3807 0.1592
H 3.997475 -0.685720 -4.205919 -0.0904 0.0985 0.1974
C -2.193680 -2.755792 -1.364977 -0.3563 0.1095 0.0209
C -0.589167 -3.149245 0.925582 0.1367 -0.1955 0.4219
H 2.505380 3.073158 -1.818835 -0.0352 -0.1439 -0.5555
H 0.957902 2.959198 -2.710824 0.3047 -0.2327 0.1253
H 1.061682 -3.257312 -1.347817 0.8399 -0.2979 0.4522
H 0.076917 -2.760403 -2.582907 0.0325 0.5581 0.1414
C 0.018981 4.760700 -0.679079 -0.1117 -0.1050 -0.7448
C 2.032275 3.369175 0.806848 0.0164 0.6441 -0.2952
H 2.329959 0.282783 3.407923 -0.0126 0.0569 -0.1089
H 3.249013 0.701243 1.227007 -0.7286 0.4893 0.5671
H 2.997696 -3.551693 2.136879 1.2400 0.7765 0.1271
H 4.283055 -3.275870 1.322889 -0.1516 0.1240 0.4123
H -1.728647 1.334673 -1.845716 -1.1116 0.5315 -1.6321
H 2.164182 -0.080787 4.035129 -0.0852 -0.3019 0.5780
H -2.158652 -3.853070 -1.255603 -0.1432 0.4301 -0.0874
H -3.121264 -2.339529 -0.939775 0.1756 -0.3726 -0.2282
H -2.124520 -2.494703 -2.431645 -0.1845 0.0044 0.3835
H -1.011165 -4.132855 0.661221 0.2561 0.3271 0.1679
H 0.475540 -3.247468 1.187102 -0.3892 0.0867 0.0111
H -1.132397 -2.729754 1.787214 0.2258 -0.2386 -0.2268
H 2.961238 3.734588 0.344722 -0.3637 0.3078 0.1219
H 1.734977 3.875813 1.735329 0.0567 0.0452 -0.4331
H 2.359653 2.128763 1.372980 0.0580 -0.3797 -0.3625
H 0.848145 5.490792 -0.646226 -0.4809 -0.2684 -0.1691
H -0.484272 4.728583 -1.662184 -0.0176 0.4142 0.4144
H -0.703635 4.991588 0.125960 0.3212 -0.1050 -0.4604
Cl -1.233960 -0.508725 3.767575 0.3965 0.0518 0.3287
C -2.586516 -0.430987 2.715611 -0.7979 -0.0885 -1.0338
C -3.592996 -1.376286 2.851154 -0.0442 0.0633 -0.4671
C -4.667036 -1.395333 1.946610 0.0049 -0.0382 0.1444
C -4.711943 -0.474065 0.900796 -0.1243 -0.1907 0.0327
C -3.706765 0.475774 0.743296 0.4799 -0.1174 0.3774
C -2.629484 0.565316 1.686082 0.0841 0.3469 0.0481
C -1.594272 1.574476 1.526184 -0.0636 -0.3611 -0.0499
H -3.524083 -2.117462 3.646180 -0.0530 0.2030 -0.1248
H -5.460999 -2.134044 2.074817 0.2384 0.2588 -0.0682
H -5.557112 -0.488930 0.208236 0.2896 -0.0195 0.1517
H -3.739845 1.182880 -0.099705 -0.0461 -0.1932 0.5011
H -1.938745 2.561806 1.178870 0.0590 -0.3959 0.1878
H -0.781365 1.592645 2.259331 -0.4295 0.2093 -0.0541
```
Forces are in eV/Å.


Entry 3:
This record from OMol25 describes a 2-piece molecular cluster, C18H31F7NO4 overall at a distorted geometry. The level of theory is ωB97M-V/def2-TZVPD.

Structure (XYZ):
```
61
Properties=species:S:1:pos:R:3:forces:R:3
C -1.831702 0.599499 0.072263 1.0509 1.3971 -0.1444
C -0.874771 1.749441 -0.073169 -0.6022 -1.7280 -0.2824
C 0.657033 1.382384 -0.623077 -0.6365 1.4279 2.8108
O 0.813826 -0.071690 -0.801412 1.6722 1.2216 1.1270
C 2.028405 -0.566895 -0.071936 0.2445 0.5610 -0.3840
C 1.724355 -0.681870 1.525943 -0.8337 1.7916 0.3696
C 2.823314 0.235119 2.391326 -0.7481 -0.5285 0.3147
C 2.089265 1.305237 3.414199 0.9644 0.3722 0.5128
F 3.176194 1.791003 4.342987 -3.7362 -1.2810 -2.3882
F 1.593761 2.542450 2.724771 1.1903 -4.2148 2.5344
F 1.005802 0.635964 4.221100 3.5160 2.7896 -2.5804
C 2.527394 -1.928989 -0.818599 -1.2721 0.2898 -1.5753
O 2.720502 -3.104046 0.033131 2.0241 1.6505 -1.1714
C 4.132678 -3.411898 0.286749 0.3918 -1.6021 1.1742
C 4.259251 -5.075597 0.169884 -0.6374 1.0563 0.1409
C 5.744876 -5.645031 0.562762 -0.5506 -0.9741 -0.5671
C 0.891138 2.276167 -1.977668 0.2899 1.0261 0.4676
N 1.848852 1.648473 -2.967647 -1.0783 -0.1772 0.7038
C 1.530870 3.731643 -1.458264 0.2700 0.5211 0.3940
C 3.180881 3.670186 -1.426769 -0.2273 0.1044 -0.1599
F 3.757801 4.624633 -0.409477 -1.3350 -1.8795 -1.9628
H -1.810810 0.041005 1.112905 0.9067 -0.3885 -3.0287
H -2.524988 0.285092 -0.831249 -0.1474 1.5107 2.9558
H -1.208812 2.854224 0.170225 0.5510 -1.9902 -2.2559
H 1.385341 1.821829 0.214369 -0.8683 -1.2460 -1.9377
H 2.859159 0.261890 -0.292178 -1.5695 -1.7506 0.8469
H 1.593398 -1.761850 1.951631 0.6200 2.0596 -1.0205
H 0.679887 -0.134277 1.715598 2.1580 -1.3130 -0.6768
H 3.443458 -0.522755 3.032785 -1.0691 1.8817 -0.9249
H 3.534331 0.853579 1.695026 -1.4638 -1.1164 1.4598
H 1.671853 -2.218347 -1.599210 1.7101 0.6756 1.8255
H 3.463485 -1.648725 -1.494404 -1.6669 -0.8369 1.6514
H 4.901485 -2.871895 -0.409070 -1.6453 -0.9217 1.0499
H 4.383607 -3.129406 1.408086 -0.3859 -0.4227 -2.1687
H 3.937011 -5.350609 -0.936526 0.8127 0.4239 2.3478
H 3.417242 -5.503447 0.896997 1.9191 0.9155 -1.5818
H 5.570027 -6.725967 1.037577 0.6191 2.4284 -0.9077
H 6.345152 -4.963790 1.324730 -1.3482 -1.4260 -1.7135
H 6.347039 -5.829432 -0.448558 -1.0532 0.6135 2.3796
H -0.109713 2.529476 -2.528989 1.8298 -0.7159 1.2049
H 2.563869 1.098191 -2.441725 -1.0985 0.3103 -0.9198
H 1.305290 1.050488 -3.638717 0.9929 0.5260 1.2610
H 1.145427 4.626751 -2.133016 0.9957 -1.9641 1.2765
H 1.188035 3.995759 -0.354257 0.6251 -0.7313 -2.2598
H 3.518353 2.582647 -1.096144 -0.5056 2.4426 -0.6289
H 3.653966 3.984407 -2.471833 -1.0090 -0.8118 2.4649
C -7.785047 1.891354 0.729878 0.1995 0.4756 -0.1606
C -7.360411 0.526267 1.235195 -0.2797 -0.4637 -0.0418
O -7.495888 -0.502068 0.260282 -0.8472 0.7936 -0.1829
C -6.436442 -0.688259 -0.719781 2.1993 -0.3297 1.4627
O -5.259120 -0.824680 -0.117058 -0.6621 0.4409 -1.2853
C -6.438668 0.392591 -1.870586 -0.3727 -0.0515 0.6274
F -7.714430 0.699668 -2.246073 0.1854 0.1491 -0.1988
F -5.830932 -0.073148 -2.999701 -0.1065 0.1532 0.4958
F -5.836337 1.566274 -1.559993 -0.0101 -0.3606 -0.3291
H -8.668092 1.821640 0.086525 0.0655 -0.0620 0.1566
H -8.008813 2.555635 1.570794 -0.0552 -0.0411 0.0332
H -6.989153 2.366992 0.155413 -0.1323 -0.0327 0.0106
H -8.048926 0.249789 2.042742 0.0107 -0.1883 -0.0910
H -6.364545 0.557605 1.688203 0.1289 -0.1143 -0.3476
H -6.816011 -1.570677 -1.256989 -0.1899 -0.3455 -0.1827
```
Forces are in eV/Å.

Results
**Total charge**: -1


Entry 4:
This record from OMol25 describes a single C18H31N3O5S molecule at a distorted geometry. The level of theory is ωB97M-V/def2-TZVPD.

Structure (XYZ):
```
58
Properties=species:S:1:pos:R:3:forces:R:3
C -2.925968 -6.798216 0.201189 0.3353 0.2037 -0.1410
C -1.495330 -6.695829 -0.306090 -0.2582 -0.4425 -0.1191
O -1.067475 -5.332408 -0.383160 0.1563 0.0287 0.3425
C -1.401366 -4.647539 -1.477864 0.0759 0.4680 0.0138
O -2.016664 -5.103102 -2.404568 -0.0807 -0.1596 -0.0883
C -0.851796 -3.232839 -1.408179 -0.1032 -0.2170 -0.1752
C -1.736638 -2.254221 -2.192923 0.1034 0.0578 -0.0988
C -0.884987 -1.196805 -2.899883 -0.4133 0.0994 -0.0624
N 0.234165 -0.802443 -2.066700 -0.2162 -0.2522 -0.1232
C 0.294257 0.466785 -1.601757 0.4548 -0.0050 0.1232
O -0.577857 1.279025 -1.852070 -0.2185 0.3756 0.0553
C 1.487163 0.839904 -0.724323 -0.4008 0.2928 -0.0390
C 1.093768 0.615467 0.742869 0.2668 -0.1319 -0.0077
C 2.215268 1.090304 1.667239 -0.3903 -0.4456 0.2506
N 2.574713 2.466983 1.428937 -0.1332 0.6846 0.6051
S 1.706615 3.604147 2.261990 0.4805 -0.4452 -0.1663
O 2.304258 4.869146 1.964158 -0.1796 0.1178 -0.2731
O 1.670493 3.158287 3.621503 -0.3014 -0.1603 -0.0018
N 0.142888 3.529558 1.613388 1.0174 0.0215 0.4612
C -0.277404 4.726535 0.902724 -0.0299 0.5188 -0.5357
C -1.080416 5.582234 1.905581 -0.0108 0.0132 -0.0303
C -1.261211 4.672216 3.129443 -0.0565 -0.1110 -0.0291
C -0.895808 3.284142 2.597604 -0.3555 -0.1905 0.5822
C 2.905767 2.765041 0.054507 -0.0151 0.3040 -0.5319
C 1.819623 2.321728 -0.923477 0.1479 -0.1250 0.0285
C 1.195817 -1.852175 -1.791523 0.4050 -0.1336 -0.0084
C 0.564914 -3.232546 -1.995568 -0.0512 0.1131 0.2093
H -3.200618 -7.843578 0.307108 -0.0599 -0.1189 0.0279
H -3.604429 -6.325506 -0.504640 -0.0764 -0.0073 -0.0317
H -3.019421 -6.306069 1.166210 -0.0346 -0.0002 0.1013
H -1.411597 -7.148492 -1.299258 0.0627 0.0294 0.1830
H -0.796295 -7.173449 0.383268 -0.0530 0.0608 -0.1174
H -0.786808 -2.950941 -0.353778 0.0012 -0.0169 -0.0552
H -2.309569 -2.810472 -2.936752 -0.0200 0.0337 0.0448
H -2.437754 -1.770490 -1.512998 -0.0399 0.0244 -0.0125
H -1.473105 -0.300134 -3.097858 0.1157 -0.1682 -0.0728
H -0.500437 -1.579744 -3.849805 -0.0416 0.0276 0.0059
H 2.365775 0.240188 -0.976003 -0.0015 -0.0548 0.0208
H 0.191707 1.192173 0.948246 -0.0398 -0.1144 -0.0527
H 0.884927 -0.438819 0.936925 -0.0343 -0.0416 0.0266
H 3.112348 0.478282 1.515988 -0.0287 0.0501 0.0582
H 1.917032 1.025184 2.713556 0.0976 -0.2690 -0.0462
H 0.605268 5.240088 0.528562 -0.1877 0.0535 -0.1609
H -0.903090 4.414952 0.060973 0.0880 0.0146 0.0330
H -2.040453 5.869296 1.477925 0.0228 0.0586 -0.0082
H -0.533419 6.485884 2.165734 -0.0410 0.0544 -0.0196
H -0.552768 4.941525 3.912725 -0.0504 0.0031 0.0592
H -2.270399 4.706325 3.535259 0.0035 0.0231 0.0777
H -0.515158 2.617678 3.367548 -0.2325 -0.0603 -0.0154
H -1.743582 2.819682 2.084155 0.0613 -0.0203 0.0086
H 3.849653 2.256934 -0.176226 -0.0114 0.0724 0.0596
H 3.066853 3.841415 0.002021 0.1647 -0.0874 -0.2080
H 0.911905 2.901057 -0.762834 0.0245 -0.0198 -0.1154
H 2.157927 2.492449 -1.947081 -0.0249 0.0616 -0.0191
H 1.530769 -1.778602 -0.754557 0.0417 -0.0045 -0.0664
H 2.071857 -1.749596 -2.447238 -0.0033 -0.0437 0.1403
H 0.513304 -3.490180 -3.053772 0.0259 -0.0328 -0.0228
H 1.182785 -3.980420 -1.496448 0.0427 0.0137 -0.0626
```
Forces are in eV/Å.

Results
**SMILES string**: CCOC(=O)C1CCN(C(=O)C2CCN(S(=O)(=O)N3CCCC3)CC2)CC1
**ΔE to the lowest compared entry with this formula, charge and spin**: 0.0 kJ/mol


| no. | total energy (eV) |
| --- | --- |
| 1 | -126798.07903 |
| 2 | -89470.70227 |
| 3 | -47859.69989 |
| 4 | -44712.97906 |